<one>
{
  "formula": "C52H78O39",
  "method": "wB97M-V/def2-TZVPD",
  "species": ["O", "O", "O", "O", "O", "O", "O", "O", "O", "O", "O", "O", "O", "O", "O", "O", "O", "O", "O", "O", "O", "O", "O", "O", "O", "O", "O", "O", "O", "O", "O", "O", "O", "O", "O", "O", "O", "O", "O", "C", "C", "C", "C", "C", "C", "C", "C", "C", "C", "C", "C", "C", "C", "C", "C", "C", "C", "C", "C", "C", "C", "C", "C", "C", "C", "C", "C", "C", "C", "C", "C", "C", "C", "C", "C", "C", "C", "C", "C", "C", "C", "C", "C", "C", "C", "C", "C", "C", "C", "C", "C", "H", "H", "H", "H", "H", "H", "H", "H", "H", "H", "H", "H", "H", "H", "H", "H", "H", "H", "H", "H", "H", "H", "H", "H", "H", "H", "H", "H", "H", "H", "H", "H", "H", "H", "H", "H", "H", "H", "H", "H", "H", "H", "H", "H", "H", "H", "H", "H", "H", "H", "H", "H", "H", "H", "H", "H", "H", "H", "H", "H", "H", "H", "H", "H", "H", "H", "H", "H", "H", "H", "H", "H", "H", "H", "H", "H", "H", "H"],
  "positions_angstrom": [[4.06166, 2.55293, -4.68777], [-5.81748, -1.04246, -1.96743], [4.23377, 0.53732, -3.74741], [0.65004, 1.60914, -5.92067], [1.28296, 2.52169, -7.86071], [1.25938, 0.29737, -7.58417], [-2.16593, -3.76120, -3.90268], [4.72261, 5.58052, -3.22957], [-6.37836, -4.42747, 1.38718], [-0.52176, -1.50041, 5.20409], [2.05214, -6.19925, 0.82710], [-2.11350, 4.93595, 4.66796], [4.50262, 5.99808, 0.41603], [1.85492, 2.56197, -1.48622], [2.16735, -8.28341, 1.70052], [4.31273, -2.08922, -0.18776], [-2.67987, -4.91367, -2.07501], [1.95990, 0.33943, -1.51458], [1.96802, -6.50612, 3.02685], [3.24368, 6.02523, -4.78398], [-4.44724, -1.52710, -3.62844], [5.08615, 2.27747, -2.70318], [-0.15743, 0.12116, 3.78483], [-1.85975, 4.64972, 2.42862], [-0.33512, 3.92335, 3.78169], [5.43049, 6.44114, -5.14566], [6.23088, 7.23001, -0.32555], [0.80490, 1.30740, 0.08532], [-5.68663, 0.22624, 4.22907], [0.54843, -1.96823, 3.30318], [-3.85234, 0.63466, 2.94390], [-7.71407, -2.84993, 2.26095], [-1.74333, -2.87945, -1.88147], [6.34451, 6.14058, 1.62458], [-5.84715, 1.42340, 2.39872], [4.05257, -1.58883, 2.02073], [-5.93341, -3.06752, -2.93980], [-5.67728, -2.34668, 1.47443], [5.97602, -2.37654, 1.30490], [-7.14338, 1.61102, 2.97921], [2.43417, 5.70272, -3.64589], [6.22386, -2.06380, 2.63876], [1.85047, -5.09233, 2.88783], [3.70415, 3.87804, 1.08287], [-0.29402, 0.10061, -4.39773], [-5.02390, -4.48344, 0.93988], [4.92005, -1.44928, 3.14046], [0.08092, -1.17966, 4.08302], [4.75534, -2.00274, 0.90481], [-1.16538, -0.40098, 5.85601], [4.32406, -2.12261, 4.37640], [-0.88742, -0.32745, 0.55020], [-4.25817, 0.31307, -0.67734], [4.91861, -0.03953, -2.63535], [1.10550, -4.02554, 0.61830], [-4.91017, 0.05615, -2.02311], [-0.65027, 4.64945, 0.35745], [1.11169, 1.56465, -7.17959], [-3.29762, -2.72986, 1.77472], [-0.57262, -0.15797, 7.23356], [3.50051, 5.26550, -2.59782], [-4.44070, -6.32388, -2.94443], [0.20591, 3.57199, 2.52638], [4.19387, 5.23292, 1.57730], [2.04078, -7.11078, 1.82821], [-7.04455, 0.61046, 4.16148], [0.59495, -0.04737, 0.39090], [1.54762, 1.51291, -1.01076], [-8.17327, 1.17819, 1.92992], [-3.01111, -5.82834, -3.13776], [6.00113, -0.99508, -3.18076], [-1.03589, 3.83645, 1.59206], [-2.17974, -3.76096, -2.55786], [4.40144, 1.87059, -3.76439], [1.06531, -0.59593, -6.51103], [1.20833, -0.69401, -0.86614], [-5.47064, -1.97550, -2.86393], [-1.49976, 4.54185, 3.72448], [-0.84795, 0.73374, 4.86947], [-4.55833, -2.98911, 0.91878], [5.46638, 1.18934, -1.88013], [-2.76870, -4.96236, -4.37417], [-3.92913, -0.32011, -3.13588], [1.42217, 4.63400, -3.99987], [2.09903, -4.89949, 1.38386], [0.91026, 0.31986, -5.28313], [5.73760, 6.50292, 0.47003], [5.55592, 5.18448, 2.31123], [4.52061, 6.07894, -4.45873], [-5.00293, 0.78506, 3.21477], [-6.66943, -3.19995, 1.79087], [-4.46684, -5.11200, 1.63704], [1.50057, -3.73918, -0.35577], [5.41786, 5.34799, 3.37975], [0.79553, 4.41459, -3.13286], [6.39367, -2.96731, 3.23090], [-0.24746, -0.90022, -3.96588], [0.13767, -1.16243, -6.64578], [-7.66182, -0.24947, 3.89536], [-2.92587, -0.50110, -2.74259], [1.05123, 4.14836, 2.15958], [3.52825, 3.16250, 1.89484], [-1.50346, 5.25070, 0.04954], [-0.53044, -1.08514, 7.80932], [1.76564, -1.60643, -0.66500], [3.36535, 5.78518, -1.65089], [3.10801, -4.48435, 1.29326], [-3.46572, 1.06344, -0.75233], [-0.25319, 1.50829, 5.35447], [-1.77355, 1.18892, 4.51663], [3.29912, -1.76494, 4.50925], [-7.98528, 0.20952, 1.46943], [-1.63649, 2.95232, 1.36945], [6.00229, 4.18876, 2.24989], [6.38817, -1.56516, -2.33384], [0.44130, -1.08952, -1.54067], [-3.62589, -0.49823, -0.30504], [0.77261, 4.90373, -4.83174], [-2.06324, -5.42683, -5.06185], [6.54280, 1.18999, -1.72056], [6.81289, -0.43769, -3.65054], [1.90499, -1.28436, -6.44283], [4.39170, 3.30442, 0.45702], [-1.18565, -1.36698, 0.42798], [5.03725, -0.38146, 3.34311], [0.40743, 2.50244, 2.49793], [4.91318, 1.26544, -0.94022], [3.46722, 5.79965, 2.15946], [4.73135, -1.68840, 5.29438], [0.82940, -3.14421, 1.20161], [5.63496, -1.71279, -3.91267], [-3.90532, 0.54457, -3.80013], [0.83149, -4.82541, 3.16660], [-2.30310, -6.65607, -3.09008], [-1.30505, -0.05786, 1.52431], [1.91765, 3.70014, -4.26693], [-5.04212, 0.57482, 0.02881], [-5.14838, -5.55217, -3.24717], [0.15172, -4.51180, 0.40128], [-8.30053, 1.89394, 1.11786], [-0.36409, 3.97187, -0.45025], [4.26679, -0.62967, -1.99951], [-9.12267, 1.14502, 2.47218], [-7.34906, 1.04398, 5.11160], [7.06419, -1.40037, 2.84102], [2.59467, -4.44574, 3.33930], [3.39652, 4.20924, -2.34694], [-1.19016, 0.22682, -5.00870], [-7.33733, 2.63793, 3.28465], [-4.52516, -6.51207, -1.87404], [1.97494, 6.65763, -3.38090], [2.78399, 3.98294, 0.50708], [-3.43276, -3.28806, 2.70685], [-4.65620, -7.23420, -3.49993], [1.89707, 0.34929, -4.81698], [4.40509, -3.20458, 4.36172], [0.44203, 0.23952, 7.18915], [-2.42361, -3.02760, 1.20153], [-3.70064, -4.72237, -4.88634], [-1.45777, 0.32097, -0.11749], [-0.40578, 0.88177, -3.64478], [-3.23991, -1.72233, 2.19119], [-2.24122, -0.53302, 5.95390], [-4.35594, -2.72714, -0.12022], [-5.47845, 0.94751, -2.29302], [-4.84399, -4.92698, -0.03851], [-1.18125, 0.51204, 7.84098], [1.15836, -0.30697, 1.29044], [0.22972, 5.27222, 0.51639]],
  "lowdin_charge": [0.1730, 0.1014, 0.0731, 0.0679, 0.1730, 0.0782, 0.0699, 0.0753, 0.0973, 0.1114, 0.0924, 0.1591, 0.0651, 0.1495, 0.1679, 0.1691, 0.0734, 0.0733, 0.0760, 0.1013, 0.0714, 0.0761, 0.0485, 0.0772, 0.0623, 0.1493, 0.1891, 0.0768, 0.0785, 0.1293, 0.1335, 0.1477, 0.1281, 0.0775, 0.0667, 0.0627, 0.1597, 0.0809, 0.0927, -0.2729, -0.2704, -0.1042, -0.0746, -0.0261, -0.0203, -0.0589, -0.3156, -0.5589, -0.5278, -0.2764, -0.0122, -0.0036, -0.0035, -0.2998, -0.0054, -0.2953, -0.0059, -0.5836, -0.0010, -0.0222, -0.0946, -0.0072, -0.0652, -0.2828, -0.5641, -0.0806, -0.2834, -0.5489, -0.0183, -0.2871, -0.0093, -0.2738, -0.5669, -0.5697, -0.0923, -0.0663, -0.5579, -0.5845, -0.0860, -0.2936, -0.0702, -0.0764, -0.0998, -0.0184, -0.3061, -0.2727, -0.5637, -0.0959, -0.5906, -0.5661, -0.5687, 0.1311, 0.0779, 0.1303, 0.0703, 0.1334, 0.0829, 0.1309, 0.1293, 0.1186, 0.1063, 0.0886, 0.0903, 0.0883, 0.0991, 0.1125, 0.1422, 0.0871, 0.1299, 0.1223, 0.0775, 0.0875, 0.1484, 0.1262, 0.0787, 0.1176, 0.0685, 0.0900, 0.1354, 0.1377, 0.0894, 0.1340, 0.0847, 0.0651, 0.1496, 0.1148, 0.1182, 0.1528, 0.0910, 0.0610, 0.0847, 0.1384, 0.1323, 0.1525, 0.0722, 0.0653, 0.0828, 0.0751, 0.0906, 0.0831, 0.0712, 0.1048, 0.0914, 0.1345, 0.1393, 0.1132, 0.0919, 0.0910, 0.1508, 0.0792, 0.1491, 0.0636, 0.0921, 0.0902, 0.1381, 0.0818, 0.0883, 0.0730, 0.1371, 0.0755, 0.0846, 0.0637, 0.1554, 0.1265, 0.1526, 0.1122, 0.0931, 0.1411, 0.0826],
  "lumo_energy_ev": -0.5280,
  "homo_ev": -9.7
}



<two>
{
  "formula": "C52H78O39",
  "method": "wB97M-V/def2-TZVPD",
  "species": ["O", "O", "O", "O", "O", "O", "O", "O", "O", "O", "O", "O", "O", "O", "O", "O", "O", "O", "O", "O", "O", "O", "O", "O", "O", "O", "O", "O", "O", "O", "O", "O", "O", "O", "O", "O", "O", "O", "O", "C", "C", "C", "C", "C", "C", "C", "C", "C", "C", "C", "C", "C", "C", "C", "C", "C", "C", "C", "C", "C", "C", "C", "C", "C", "C", "C", "C", "C", "C", "C", "C", "C", "C", "C", "C", "C", "C", "C", "C", "C", "C", "C", "C", "C", "C", "C", "C", "C", "C", "C", "C", "H", "H", "H", "H", "H", "H", "H", "H", "H", "H", "H", "H", "H", "H", "H", "H", "H", "H", "H", "H", "H", "H", "H", "H", "H", "H", "H", "H", "H", "H", "H", "H", "H", "H", "H", "H", "H", "H", "H", "H", "H", "H", "H", "H", "H", "H", "H", "H", "H", "H", "H", "H", "H", "H", "H", "H", "H", "H", "H", "H", "H", "H", "H", "H", "H", "H", "H", "H", "H", "H", "H", "H", "H", "H", "H", "H", "H", "H"],
  "positions_angstrom": [[-3.49709, -4.52348, -0.05413], [4.79835, -0.01471, 9.39952], [-1.84295, -3.63624, 1.12729], [2.00057, -2.29403, -2.54602], [1.66496, 5.18287, -0.28384], [-6.50377, -0.14578, -1.83809], [-2.92441, 4.55323, 3.68451], [-3.45412, -2.63780, -3.00096], [-1.55063, 3.09318, 4.63347], [-0.70766, -1.49832, 4.38027], [0.66002, 5.63289, -4.30786], [6.98749, -2.07206, -2.23671], [1.55328, -5.89307, -0.30669], [1.47016, 7.27349, -1.02396], [-3.56966, -2.35060, 0.53630], [-2.26326, 3.39794, -5.97170], [1.65354, 3.89551, -3.28952], [-2.09035, -0.84454, -3.08053], [-4.68071, 1.10039, -1.88331], [0.95879, 1.44650, 2.21547], [3.34230, -0.15142, 7.72538], [2.67490, 0.64540, 9.71673], [1.09165, -1.36450, -4.38827], [1.46226, -1.89295, 4.67707], [8.64737, -0.60070, -1.90108], [6.87026, -0.65994, -0.51847], [2.94960, 0.49331, 2.69870], [0.19822, -3.40157, 3.59299], [-0.61694, 2.06985, -6.74507], [-3.75941, -1.10631, -4.55982], [1.60565, -0.34933, 1.11071], [1.72633, 4.04008, -5.49510], [0.93594, -3.55225, -4.04762], [-6.22694, 1.38677, -3.47101], [1.16344, -7.49624, 1.22781], [-1.35406, 1.87112, -4.64267], [3.49483, 6.48894, -0.46177], [1.84334, -5.43734, 1.83981], [-2.57557, 2.54123, 2.72656], [4.53187, -0.74884, 7.19341], [3.16852, -3.39884, 1.70466], [-4.66986, -2.15213, -4.88827], [-2.30719, 5.31059, 4.74079], [5.61903, -1.36799, -0.47604], [-5.83045, -0.45308, -0.59858], [2.00791, 1.58892, -2.93136], [2.50171, 2.80557, -3.67500], [0.15036, 6.73815, -1.13268], [1.20291, -0.70262, 5.42231], [5.68353, -2.27006, -1.72029], [4.48642, -0.37087, -0.49060], [-5.84426, 0.82059, -2.49831], [1.24507, 4.60107, -4.36805], [-0.20423, -0.27717, 4.95963], [4.88913, -0.09504, 5.87449], [2.12882, -4.58669, -0.28478], [-0.45846, 5.24717, 0.83594], [7.60323, -1.05486, -1.57073], [0.26713, 5.35527, -0.50625], [-2.41116, 2.41966, -3.85392], [-0.12041, 1.10893, 1.35779], [-1.49758, 4.23365, 5.48213], [-2.45884, -6.48645, -0.94564], [3.52879, 0.21310, 9.01610], [0.75285, -1.30696, -6.71835], [1.98015, -4.16813, 1.18784], [-2.98814, -1.48755, -3.52032], [2.32813, 6.31638, -0.58565], [1.39258, -2.38176, -3.56792], [-2.92806, 3.59634, -4.70552], [0.48285, 0.17650, 0.31063], [1.48728, -6.38709, 0.95415], [-4.46334, 0.21855, -0.75563], [-2.39816, 3.32226, 3.60835], [5.56777, -0.50629, 8.31097], [-3.38091, 5.97871, 5.57494], [-3.03043, -3.41234, 0.54374], [0.24351, -3.34425, -5.26984], [2.35852, 2.80609, -5.19775], [0.17709, -1.81547, -5.40523], [-0.37828, -0.99408, -0.06142], [-5.37146, -4.02524, -3.31903], [-1.13466, 0.13623, 6.08013], [-3.92798, 1.00548, 0.40133], [-1.35828, 2.40729, -5.87454], [-2.62873, -5.63930, 0.27650], [-1.36774, -4.92987, 0.74968], [-1.77389, 2.80706, -2.53861], [0.30210, -2.36711, 4.17054], [-4.22632, -3.33772, -3.99929], [1.94130, 0.53379, 2.06646], [-3.71605, -0.49910, -1.09426], [-0.89597, -5.41750, 1.60190], [-0.80610, 1.10312, 6.46428], [4.49960, 0.25100, 0.40449], [3.32624, 2.68583, -5.67851], [0.21689, -1.78471, -0.52562], [-4.65404, -2.37440, -5.95198], [-0.77144, -3.72958, -5.15614], [0.96005, 1.37692, -3.15327], [5.58152, -1.92365, 0.46104], [-6.11012, -4.39308, -4.03110], [-3.35024, -7.04292, -1.24248], [-2.50980, 3.18523, -1.82690], [-0.08778, 4.55287, -1.14861], [1.09055, -3.55447, 1.33698], [-5.86713, -3.34797, -2.61999], [-3.55393, 0.33708, 1.17476], [-0.60016, -4.85217, -0.02485], [1.78128, -1.63933, -6.84862], [1.70875, 1.99219, -5.53332], [-3.99799, 3.57797, -4.87076], [3.25230, -3.33430, 2.78818], [-0.58019, 2.00687, 0.94204], [-4.18185, 6.30102, 4.90353], [4.95695, -1.95078, -2.46899], [-0.03276, 5.99467, 1.50891], [-0.83607, -1.43731, -5.29258], [-2.12716, 0.24824, 5.63675], [-0.83879, -1.42884, 0.82392], [6.04423, -1.44808, 8.58333], [6.35540, 0.18970, 8.02670], [2.56888, 0.68987, -3.19888], [3.16819, -4.59979, -0.61049], [-6.39293, -0.01915, 0.22871], [-3.01159, 6.87203, 6.07094], [-3.56702, -4.01514, -4.54436], [1.52517, -3.96199, -0.93500], [-1.52533, 5.43357, 0.70988], [0.74111, -3.85011, -6.09333], [-2.54396, 4.51637, -4.26229], [2.12228, 1.75506, -1.86100], [-1.92425, 4.03980, 6.47074], [5.83170, -0.46185, 5.47013], [-3.10045, -6.23965, 1.05516], [-5.67687, -1.84028, -4.60441], [-3.07463, 1.60166, 0.06667], [-0.53952, 7.40433, -0.61364], [-0.44946, 4.46837, 5.66810], [1.00978, 0.70179, -0.48206], [4.12511, -3.72825, 1.29538], [-0.09457, 0.53888, 4.24539], [-2.07597, -5.95627, -1.82044], [3.00437, -2.36498, 1.38135], [-3.85863, 5.26218, 6.24292], [-5.04730, -4.85326, -2.68557], [1.87812, 0.08743, 5.09258], [-1.24018, 1.95627, -2.11202], [0.11756, -1.49988, -7.58299], [5.45745, -3.29454, -1.42629], [0.77732, -0.21324, -6.66457], [4.57366, 0.31572, -1.33812], [-0.17206, 6.68730, -2.17300], [-3.22356, 1.71444, -3.68553], [-5.76836, -1.53237, -0.52354], [3.53343, 3.01564, -3.38265], [1.30481, -0.85725, 6.49284], [-1.02290, 3.58135, -2.71984], [4.10730, -0.31970, 5.14261], [-1.23340, -0.57327, 6.89914], [4.37526, -1.81091, 7.00455], [-1.73079, -7.29530, -0.80039], [4.89927, 0.99662, 5.89078], [-1.11379, -0.69952, -0.81462], [-0.30941, 4.25482, 1.26175], [-0.94433, 0.63916, 1.90083], [-1.63067, 6.06552, 4.33673], [-4.62941, 1.74345, 0.79228], [3.51907, -0.86857, -0.57454]],
  "lowdin_charge": [0.0858, 0.0763, 0.0643, 0.1321, 0.0828, 0.0618, 0.0904, 0.0782, 0.0555, 0.0937, 0.1623, 0.0673, 0.0425, 0.0739, 0.1545, 0.0791, 0.0648, 0.1588, 0.0580, 0.0657, 0.0595, 0.1658, 0.0845, 0.0673, 0.1665, 0.0923, 0.1507, 0.1637, 0.1454, 0.0702, 0.0427, 0.0864, 0.0781, 0.1534, 0.1593, 0.0695, 0.1662, 0.0936, 0.1477, -0.3004, -0.0026, -0.0680, -0.2966, -0.2959, -0.0530, -0.0152, -0.2846, -0.0868, -0.0839, -0.0929, -0.0197, -0.5891, -0.5556, -0.2884, -0.0211, -0.0785, -0.0099, -0.5636, -0.3101, -0.2983, -0.1026, -0.0833, -0.0253, -0.5640, -0.0125, -0.3117, -0.5768, -0.5625, -0.5559, -0.0375, -0.2399, -0.5935, -0.3049, -0.5515, -0.0847, -0.0195, -0.5526, -0.0759, -0.0771, -0.2859, 0.0106, -0.0129, -0.0162, -0.0211, -0.5667, -0.2790, -0.0668, -0.0133, -0.5458, -0.2937, -0.5750, 0.1141, 0.1428, 0.0843, 0.0861, 0.1378, 0.0799, 0.1367, 0.1240, 0.0801, 0.1393, 0.0967, 0.0855, 0.0928, 0.1161, 0.1203, 0.0929, 0.0866, 0.1265, 0.0950, 0.1168, 0.1353, 0.0920, 0.1142, 0.0909, 0.1243, 0.0960, 0.1351, 0.0888, 0.0829, 0.1319, 0.1319, 0.0861, 0.1296, 0.1373, 0.0897, 0.1493, 0.1022, 0.0934, 0.1350, 0.1316, 0.0749, 0.1301, 0.0943, 0.1602, 0.1359, 0.0678, 0.1313, 0.1375, 0.1287, 0.0808, 0.1295, 0.0899, 0.0708, 0.0892, 0.0812, 0.1164, 0.0806, 0.0952, 0.1253, 0.0684, 0.0905, 0.1164, 0.1237, 0.1170, 0.1574, 0.1273, 0.0649, 0.0601, 0.0925, 0.1533, 0.0977, 0.0998, 0.0763, 0.0657, 0.1225, 0.1504, 0.0955, 0.0704],
  "lumo_energy_ev": -0.0107,
  "homo_ev": -10.9
}



Computed stability ranking, most favorable first: <two>, <one>